[1]
34
Properties=species:S:1:pos:R:3:forces:R:3 method="wB97M-V/def2-TZVPD" smiles="CC(=O)OC/C=C(/C)CCC=C(C)C" homo_energy_ev=-8.77 lumo_energy_ev=0.90 e_above_lowest_kj_mol=45.35
C -1.09941 -3.25129 -1.40196 -0.05 0.05 0.16
C -1.81683 -2.49953 -0.30894 -0.13 -0.23 -0.34
O -2.97909 -2.19038 -0.33588 -0.10 0.03 -0.04
O -0.98209 -2.20906 0.68985 0.46 -0.07 0.18
C -1.49261 -1.44574 1.79965 -0.42 0.38 0.14
C -0.49991 -0.39513 2.18852 -0.05 -0.29 -0.06
C -0.44076 0.84411 1.70682 -0.01 0.10 0.17
C 0.61402 1.79910 2.17319 0.04 -0.11 0.05
H 1.29770 1.32604 2.87288 0.08 -0.01 0.08
H 0.15039 2.65585 2.66177 -0.02 0.11 0.03
H 1.17854 2.16748 1.31808 0.06 0.09 0.00
C -1.38350 1.39117 0.67250 -0.12 -0.28 -0.19
H -2.39188 1.00480 0.83143 -0.04 0.08 0.02
H -1.41912 2.47927 0.75488 -0.07 0.03 0.04
C -0.94578 1.01564 -0.75778 -0.02 0.14 0.10
C 0.36318 1.63782 -1.13000 -0.11 -0.09 -0.08
C 1.53572 1.02653 -1.25167 0.16 0.09 -0.10
C 2.76937 1.78203 -1.65379 -0.18 0.06 0.04
H 3.21751 1.32548 -2.53585 0.11 -0.02 -0.08
H 3.51003 1.74965 -0.85419 0.12 -0.01 0.03
H 2.54434 2.82212 -1.87626 0.02 0.09 -0.03
C 1.75887 -0.44140 -1.02862 -0.19 0.08 0.03
H 1.72350 -0.97313 -1.98062 0.06 -0.10 -0.07
H 1.01772 -0.87136 -0.36265 -0.04 -0.12 0.04
H 2.74394 -0.60438 -0.59556 0.09 -0.07 0.04
H 0.31428 2.70644 -1.30475 0.11 0.16 -0.05
H -0.89901 -0.06728 -0.84655 -0.05 -0.04 -0.03
H -1.71340 1.37331 -1.44954 -0.01 -0.09 -0.02
H 0.24275 -0.71627 2.90563 0.17 0.07 0.10
H -2.45590 -1.02038 1.50112 0.16 -0.11 0.12
H -1.65163 -2.14767 2.62456 -0.04 0.09 -0.15
H -0.11099 -3.55029 -1.06840 0.05 -0.04 -0.07
H -1.68694 -4.12026 -1.68583 -0.04 -0.02 -0.02
H -1.01300 -2.60326 -2.27203 0.00 0.05 -0.05

=====

[2]
36
Properties=species:S:1:pos:R:3:forces:R:3 method="wB97M-V/def2-TZVPD" homo_energy_ev=-10.26 lumo_energy_ev=0.51 e_above_lowest_kj_mol=5.56
C -5.23994 -0.53899 0.11731 0.20 -0.16 -0.02
H -5.54654 -0.09763 1.06295 -0.08 0.06 0.09
H -5.79532 -1.46246 -0.02666 -0.13 -0.04 -0.01
C -3.74079 -0.81082 0.11468 -0.03 0.28 0.05
H -3.49705 -1.51763 0.91126 0.05 -0.08 -0.02
C -2.94080 0.47362 0.31421 0.30 -0.19 -0.04
C -1.43893 0.20307 0.30468 -0.42 -0.21 -0.22
H -1.13234 -0.19029 -0.67017 0.00 -0.02 0.14
H -1.16627 -0.50052 1.09474 0.01 0.06 -0.10
O -0.68603 1.38461 0.58370 0.04 0.14 0.33
C -0.47493 2.21753 -0.43516 -0.01 0.02 -0.10
O -0.90096 2.07052 -1.54869 -0.07 0.04 -0.01
C 0.32018 3.40620 0.00276 0.19 -0.08 -0.06
C 1.62255 3.38094 0.25705 -0.17 0.05 0.00
C 2.47198 2.16818 0.16364 0.21 0.03 0.10
O 3.56656 2.08611 0.66319 -0.05 0.02 -0.02
O 1.89772 1.20130 -0.55479 -0.16 0.11 -0.13
C 2.62000 -0.02104 -0.70173 0.29 -0.43 0.17
C 2.42460 -0.92935 0.51008 0.18 0.18 -0.12
C 3.21374 -2.23292 0.39950 -0.24 0.06 -0.05
C 2.70109 -3.15505 -0.70094 0.18 0.08 0.16
H 3.23477 -4.10209 -0.67419 0.00 -0.11 -0.09
H 2.84687 -2.71413 -1.68334 -0.03 -0.02 -0.16
H 1.64067 -3.35685 -0.56619 -0.14 -0.05 -0.03
H 4.26600 -2.00194 0.22298 0.08 -0.02 0.09
H 3.14607 -2.75392 1.35674 0.10 0.02 0.01
H 1.36033 -1.14661 0.62308 -0.06 0.01 0.04
H 2.75535 -0.38364 1.39635 -0.07 0.02 -0.01
H 3.68367 0.20787 -0.82953 -0.15 -0.06 -0.05
H 2.22119 -0.47172 -1.61161 0.07 0.07 0.06
H 2.15548 4.26620 0.57391 -0.03 0.04 0.00
H -0.24392 4.32679 0.06636 0.02 0.08 0.04
H -3.17519 1.17916 -0.48508 -0.01 0.04 0.03
H -3.21082 0.93493 1.26691 -0.01 0.04 0.02
H -3.45597 -1.26798 -0.83509 0.05 -0.09 0.00
H -5.50301 0.14859 -0.68294 -0.08 0.08 -0.07

=====

[3]
68
Properties=species:S:1:pos:R:3:forces:R:3 method="wB97M-V/def2-TZVPD" homo_energy_ev=-7.60 lumo_energy_ev=-6.83
O 1.74431 -2.51694 -0.19408 -1.22 2.48 0.99
N 1.21371 -1.45185 0.07586 2.05 -2.67 -0.79
O 1.67078 -0.46017 -0.75498 -1.37 -0.72 -0.86
C 0.39901 0.09394 -1.32941 0.32 -0.51 -2.21
P -0.17175 1.50843 -0.18997 0.64 1.04 0.55
F 1.43782 1.52338 0.50734 -0.20 -0.17 0.59
C -1.92060 1.61318 -0.90714 -1.37 2.13 -1.63
F -2.62892 2.76004 -0.22385 1.65 -3.77 -2.01
F -1.77778 2.06768 -2.34120 -0.63 -1.29 3.66
C -2.82409 0.27369 -0.92518 -2.22 -0.99 -1.25
F -2.82568 -0.24865 -2.33666 0.23 1.14 4.42
F -2.45329 -0.81795 -0.01087 -0.64 3.58 -2.98
C -4.42986 0.61438 -0.60247 -2.48 -1.41 0.37
F -4.66247 0.92702 0.84507 0.85 -0.73 -5.41
F -5.15292 -0.69050 -0.83652 2.16 4.37 0.75
F -5.01290 1.60411 -1.53596 2.21 -3.44 3.72
H -0.32049 -0.81919 -1.42438 1.00 1.89 -0.10
H 0.70227 0.58316 -2.36892 -0.68 -1.36 2.21
H -0.55558 0.60300 0.90161 -0.02 -0.07 -0.35
H -0.50853 2.61786 0.68961 0.25 0.18 0.27
H 0.25377 2.48977 -1.19461 -0.07 -0.15 0.38
Mg 3.04708 -0.74351 1.59787 -0.30 0.94 -0.26
C 6.98288 1.01143 -2.10853 -0.60 0.36 0.50
C 7.03564 0.05653 -0.94602 -0.20 0.18 0.65
O 6.61047 0.37640 0.16289 0.06 -0.30 -0.75
C 7.62869 -1.30491 -1.19282 -0.10 -0.18 0.54
H 6.53025 1.95416 -1.78338 0.03 -0.18 -0.02
H 7.99457 1.21492 -2.46835 0.27 -0.29 -0.29
H 6.37180 0.58799 -2.90966 0.24 -0.04 -0.09
H 8.66918 -1.20462 -1.51182 -0.14 0.09 -0.26
H 7.04642 -1.83155 -1.95313 0.18 0.07 -0.13
H 7.60094 -1.88633 -0.26504 -0.05 0.13 -0.14
C -5.09338 -1.93458 2.72251 0.09 0.37 0.26
Cl -6.40981 -3.05949 3.09823 0.03 0.04 -0.09
Cl -4.53539 -1.11689 4.19206 -0.11 -0.08 -0.32
Cl -3.75259 -2.78610 1.93719 -0.12 -0.05 0.02
H -5.47341 -1.17842 2.03082 0.12 -0.30 0.22
F -3.50086 1.07370 6.67695 0.26 1.85 -0.98
Al -3.30983 2.69560 5.91765 -0.18 0.11 0.07
F -2.97734 3.92097 7.19488 -0.36 -1.48 -1.56
F -4.82406 3.13251 5.04608 1.87 -0.54 1.04
F -1.93693 2.65510 4.75269 -1.51 -0.02 1.31
F -6.85760 4.05882 -3.52094 -0.75 1.57 2.31
Al -7.20981 4.68127 -1.86804 1.71 -4.15 0.58
F -5.66216 4.98600 -0.99893 -2.57 0.38 -1.47
F -8.17772 3.46286 -0.96137 1.22 2.39 -1.49
F -8.14174 6.21750 -1.99104 0.53 1.25 -0.19
C 0.21562 -5.17513 0.00057 -0.47 -0.82 -0.13
O -0.83138 -4.59090 0.24682 0.75 -0.51 -0.26
N 0.32738 -6.50231 -0.35731 0.18 1.43 0.36
C 1.60718 -7.12152 -0.63333 -0.26 -0.04 0.02
C -0.87394 -7.30446 -0.46079 -0.28 0.22 0.09
H 1.18866 -4.65863 0.04962 -0.03 -0.29 -0.03
H 1.60333 -7.50022 -1.65965 0.21 -0.05 0.09
H 1.75642 -7.95184 0.06309 0.19 0.01 -0.14
H 2.42552 -6.40540 -0.51834 -0.19 -0.05 0.00
H -1.53686 -6.85695 -1.20754 -0.07 -0.18 0.13
H -1.38445 -7.30649 0.50695 -0.10 -0.10 -0.19
H -0.63008 -8.32941 -0.75115 0.06 0.22 0.05
Mg -7.77772 8.14959 -2.19851 -0.10 -1.52 0.26
C 1.74045 5.05058 0.62311 -4.84 -1.70 -0.10
O 1.90884 5.98227 1.44630 -1.87 0.45 1.20
O 2.88265 4.73623 0.02863 2.87 -0.02 -0.96
O 0.71754 4.40867 0.29532 1.61 1.13 0.47
H 3.36193 5.42020 0.53911 0.48 -2.63 -1.75
Na 3.62228 6.85036 1.32495 1.73 2.69 1.01
O 9.94068 0.62488 -2.39945 -0.12 -0.85 -1.22
H 9.90388 1.16674 -1.63246 0.16 0.93 1.31

=====

[4]
35
Properties=species:S:1:pos:R:3:forces:R:3 method="wB97M-V/def2-TZVPD" homo_energy_ev=-7.09 lumo_energy_ev=0.21
Al -0.76970 -0.85527 0.25550 0.21 0.02 0.01
C -0.45514 0.82156 3.63231 0.05 -0.01 -0.08
C 0.43809 1.06829 2.43876 -0.02 0.04 0.05
C 1.65468 0.39629 2.30549 0.02 0.03 -0.01
C 2.49973 0.65013 1.23597 -0.03 0.01 0.04
C 2.14797 1.59043 0.27603 -0.03 0.02 0.03
C 0.94763 2.27752 0.39690 0.03 -0.02 0.07
C 0.10103 2.01970 1.47276 0.02 -0.08 -0.03
H -0.13270 1.42184 4.48565 0.01 0.00 -0.01
H -0.42565 -0.22527 3.93841 0.00 0.02 -0.02
H -1.49137 1.08772 3.41773 0.03 0.00 -0.01
H 1.93629 -0.34197 3.04835 -0.02 0.00 -0.05
H 3.42525 0.09666 1.14155 -0.04 0.02 0.00
H 2.80367 1.78332 -0.56409 -0.03 -0.01 0.03
H 0.67458 3.02792 -0.33579 -0.01 -0.05 0.01
H -0.82237 2.57918 1.58074 0.00 -0.05 -0.05
C -2.19520 0.32044 -0.30827 -0.01 0.11 -0.09
H -2.81632 0.57805 0.55024 -0.05 0.03 0.04
H -2.83395 -0.16205 -1.04837 -0.04 -0.06 -0.02
H -1.81122 1.24396 -0.73506 0.00 0.08 -0.05
C -1.55110 -4.78573 0.74930 -0.13 -0.04 0.04
Ge 0.09518 -3.97524 0.06010 0.37 -0.07 -0.06
C 1.58612 -5.00624 0.80465 0.10 -0.13 0.01
C 0.07451 -4.26071 -1.87416 -0.01 0.04 -0.17
C 0.47058 -2.14761 0.50528 -0.71 0.08 0.29
H -1.52755 -5.86107 0.55323 -0.07 0.03 0.04
H -2.43018 -4.36263 0.25644 0.02 -0.02 0.04
H -1.64784 -4.62826 1.82521 0.00 -0.01 -0.03
H 1.49318 -6.07926 0.61695 0.00 0.07 0.01
H 1.64662 -4.84874 1.88433 0.00 -0.02 -0.04
H 2.51699 -4.65019 0.35807 -0.02 -0.04 0.04
H 0.01024 -5.33019 -2.08776 -0.01 0.05 -0.04
H 0.98933 -3.86873 -2.32426 -0.06 -0.03 0.02
H -0.77973 -3.76825 -2.34818 0.05 -0.03 0.02
H 0.67326 -2.10300 1.58328 0.41 0.03 -0.02

=====

[5]
47
Properties=species:S:1:pos:R:3:forces:R:3 method="wB97M-V/def2-TZVPD" multiplicity=3 s2=2.02 total_charge=+4 homo_energy_ev="-20.59 / -20.29" lumo_energy_ev="-15.96 / -17.23" e_above_lowest_kj_mol=126.73
I -1.72384 3.03091 1.87367 0.33 -0.97 -0.41
I 0.89030 0.30497 -3.96875 0.05 0.59 -0.44
Au 0.09857 -1.20318 -1.61135 -0.44 3.27 1.14
Lu -0.65733 0.59232 1.05905 -0.29 2.55 0.74
S -1.46125 0.73162 -1.55976 -0.21 -0.04 -0.23
S 1.17472 0.90792 -0.82675 0.55 -0.24 -0.42
C -2.46001 -0.86457 1.59097 -4.43 -4.31 1.34
C -3.22692 0.48084 -2.12205 -0.30 -1.11 -0.60
C 2.91163 0.93337 -0.06897 0.62 -0.82 -0.10
C -3.20985 0.33663 -3.64099 0.18 0.22 -0.16
C -3.81055 -0.75398 -1.45225 -0.48 -0.21 0.10
C -3.96687 1.75474 -1.72905 0.71 0.73 0.42
C 3.85662 1.35759 -1.18604 -0.29 0.19 0.01
C 3.23612 -0.45630 0.46583 0.09 -0.28 0.20
C 2.85008 1.99189 1.03491 -0.89 0.23 -0.16
C -0.97042 -2.76095 -2.03434 -5.58 -4.66 -3.40
C 1.30449 -2.71946 -1.33402 6.96 -4.47 0.82
O -3.25288 -1.66506 1.84976 3.50 3.63 -1.04
O -1.60450 -3.61696 -2.47169 2.86 3.24 2.08
O 2.12051 -3.53460 -1.27444 -3.95 3.32 -0.23
H -2.65511 -0.55255 -3.97061 -0.20 0.06 0.01
H -2.77983 1.23367 -4.10799 -0.17 -0.24 0.00
H -4.25770 0.24489 -3.96295 0.36 -0.01 -0.08
H -3.07899 -1.56101 -1.31114 -0.26 0.12 -0.07
H -4.61231 -1.14004 -2.10372 0.22 0.06 0.36
H -4.26462 -0.50245 -0.48624 0.11 -0.12 -0.18
H -3.91490 1.94074 -0.64633 -0.16 0.02 -0.31
H -5.01803 1.64134 -2.02449 0.18 -0.12 0.01
H -3.54770 2.61378 -2.27085 -0.27 -0.07 0.21
H 4.86163 1.36242 -0.74676 -0.05 0.03 -0.31
H 3.60388 2.37389 -1.52272 0.27 -0.29 -0.03
H 3.81846 0.65257 -2.03067 0.21 0.20 0.23
H 4.04460 -0.33916 1.21147 -0.28 -0.25 -0.36
H 3.60331 -1.10104 -0.34772 -0.05 0.11 0.32
H 2.36940 -0.93522 0.96551 0.65 0.31 -0.23
H 3.86885 2.09295 1.44082 -0.25 -0.02 -0.14
H 2.17311 1.70102 1.86556 0.40 0.27 -0.37
H 2.54603 2.96055 0.60095 0.14 -0.23 0.45
N 2.01370 0.02023 5.44816 -1.39 -0.66 -0.66
N 1.31490 -0.51599 4.35977 1.42 0.04 -1.24
N 1.45536 -1.83346 4.09726 -1.28 1.14 -1.07
C 0.88490 -1.92966 2.88832 0.09 0.53 0.78
N 0.47234 -0.72008 2.42765 1.13 -0.14 1.55
N 0.84293 0.22766 3.37360 -0.50 -2.60 0.57
H 1.44371 0.79198 5.76842 0.10 0.63 0.28
H 1.95490 -0.71174 6.15983 0.43 0.00 0.13
H 0.75854 -2.86301 2.33110 0.12 0.36 0.50

=====

For each record above, in turn, the calculated E_tot values are -16863.0891, -20958.5040, -150974.0261, -75895.7295, -101514.4955 eV.